# 1
# C5H7NS

C5H7NS as an isolated structure (ωB97M-V/def2-TZVPD, OMol25).

Geometry as XYZ:
```
14
Properties=species:S:1:pos:R:3:forces:R:3
C -0.853411 -0.592199 -0.583095 1.18 -1.30 1.69
C -0.160695 0.212719 -1.711894 -0.21 -1.55 -0.91
C -0.424661 0.381590 0.614837 -0.77 0.55 -1.11
C 0.516169 -0.095243 1.590706 -0.39 -0.76 0.24
C 1.204320 -0.730205 2.345576 -0.29 0.67 -0.80
H -1.215015 -2.524126 0.257795 -0.62 0.47 -0.24
H 0.297562 -2.176005 0.158433 0.57 0.39 -0.20
H -1.910171 -0.436108 -0.695868 -0.49 -0.38 -0.04
H 0.696724 -0.270806 -2.223712 -0.56 0.19 0.38
H -0.938172 0.473982 -2.438814 0.50 0.10 -0.14
H -1.378848 0.763647 0.993413 0.60 0.14 0.64
H 1.936933 -1.243941 2.882800 0.47 -0.36 0.66
N -0.562985 -2.043219 -0.349651 -0.17 1.04 -0.82
S 0.297596 1.540994 -0.626455 0.17 0.79 0.65
```
Forces are in eV/Å.

Properties
Total energy in eV: -17620.9865
F_max in hartree/bohr: 0.0474
Relative energy (zero: lowest compared OMol25 entry of this formula, charge and spin) in kcal per mole: 61.3
LUMO level in eV: 0.9

---

# 2
# C4H4O3

One molecule with the formula C4H4O3 (ωB97M-V/def2-TZVPD, OMol25).

Geometry as XYZ:
```
11
Properties=species:S:1:pos:R:3:forces:R:3
O -2.062906 1.035676 0.530450 0.49 0.05 -0.28
C -0.988145 1.156735 -0.002590 -0.43 0.01 0.19
C -0.037392 -0.008312 -0.157694 0.06 0.16 0.02
C 1.343922 0.287851 -0.647388 0.13 0.32 0.05
O 1.837154 1.386427 -0.564356 -0.19 -0.48 -0.06
C -0.248251 -1.202245 0.683690 0.07 -0.13 0.27
O -0.614879 -1.204218 -0.672345 -0.06 -0.08 -0.13
H -0.638112 2.117714 -0.419749 -0.04 -0.09 0.08
H 1.877237 -0.579636 -1.087830 -0.03 0.09 0.05
H 0.605228 -1.828008 0.945709 -0.11 0.11 -0.07
H -1.073851 -1.161981 1.392107 0.11 0.02 -0.11
```
Forces are in eV/Å.

Properties
Total energy in eV: -10353.0088
F_max in hartree/bohr: 0.0110
Relative energy (zero: lowest compared OMol25 entry of this formula, charge and spin) in kcal per mole: 50.8
LUMO level in eV: 0.2

---

# 3
# C2H11N2O

A 2-piece molecular cluster, C2H11N2O overall (ωB97M-V/def2-TZVPD, OMol25).

Geometry as XYZ:
```
16
Properties=species:S:1:pos:R:3:forces:R:3
C -0.350513 2.613343 -0.262053 -1.68 -2.47 -2.56
N -1.278101 1.468953 0.146733 0.35 0.94 1.31
H -0.689823 3.452835 0.332903 1.38 0.43 -0.05
H 0.631279 2.087196 -0.283561 -0.11 1.80 0.77
H -0.592116 2.770818 -1.370122 0.46 0.33 1.53
H -2.133658 1.520632 -0.362273 -0.71 0.12 -0.50
H -1.555273 1.727030 1.109895 0.15 -0.82 -0.59
H -0.319710 0.137406 -0.326010 -1.82 0.99 1.27
N 0.440017 -0.459492 -0.624481 0.05 -3.05 -1.61
C 0.438685 -1.953339 -0.195859 5.64 0.64 -2.16
O 0.897531 -1.881367 1.065177 -1.85 -1.07 3.01
H 1.289976 -0.068374 -0.307974 1.32 0.28 0.84
H 0.481254 -0.384868 -1.615213 -0.05 0.01 -1.36
H -0.317455 -2.589514 -0.396960 -3.85 -0.78 -0.33
H 1.232897 -2.576796 -0.934484 -1.29 2.26 1.88
H 0.129942 -2.051683 1.724102 2.00 0.37 -1.45
```
Forces are in eV/Å.

Properties
Total energy in eV: -7271.9375
F_max in hartree/bohr: 0.1181
Total charge: +1
Relative energy (zero: lowest compared OMol25 entry of this formula, charge and spin) in kcal per mole: 53.9
LUMO level in eV: -3.2

---

# 4
# C19H26N4OsS9

C19H26N4OsS9 as an isolated structure (ωB97M-V/def2-TZVPD, OMol25).

Geometry as XYZ:
```
59
Properties=species:S:1:pos:R:3:forces:R:3
Os 0.098355 -1.331387 -0.666871 -0.04 0.26 -0.42
C 2.418521 -0.980714 1.805434 0.11 -0.22 -0.23
C 3.252874 -0.656149 0.561234 -0.14 0.07 0.12
S 2.393150 -0.785575 -1.051664 -0.05 -0.06 -0.01
C 3.033570 -2.316179 -1.783397 0.01 0.05 0.04
C 2.665373 -3.555979 -1.007666 0.02 -0.08 0.02
S 0.865434 -3.630300 -0.723782 -0.12 0.17 0.17
C 0.752456 -4.378301 0.937355 -0.09 0.11 0.03
C 0.858930 -3.396372 2.100336 0.19 -0.02 -0.19
S 2.518423 -2.706203 2.378643 -0.02 0.03 0.05
H 1.370304 -0.716261 1.652221 -0.07 0.10 0.06
H 2.781448 -0.366864 2.627757 0.02 0.05 0.00
H 4.144340 -1.280574 0.490834 -0.02 0.00 0.00
H 3.560536 0.387027 0.599451 0.01 0.02 -0.01
H 4.116940 -2.223985 -1.865218 0.00 0.00 -0.03
H 2.619728 -2.319658 -2.792849 0.02 -0.01 -0.02
H 3.142708 -3.568966 -0.031524 0.04 -0.01 0.04
H 2.939540 -4.454269 -1.560484 0.00 0.00 -0.01
H 1.528894 -5.142286 0.974357 -0.02 -0.03 0.02
H -0.214112 -4.883790 0.952818 0.00 -0.01 -0.02
H 0.588841 -3.921574 3.016726 -0.01 -0.02 0.01
H 0.157208 -2.571001 1.975631 -0.07 0.01 0.05
C -5.397595 0.502873 -0.214480 0.03 0.04 -0.05
C -4.216697 1.333945 -0.620014 -0.09 -0.04 0.04
C -4.326734 2.702661 -0.836037 -0.05 0.01 0.01
C -3.184662 3.386969 -1.202158 0.08 0.02 -0.02
N -2.017496 2.765588 -1.374474 -0.01 0.06 -0.03
C -2.023139 1.467265 -1.143151 -0.19 -0.16 0.02
S -0.430542 0.746666 -1.501360 0.14 -0.23 0.28
N -3.039114 0.709042 -0.759838 0.06 0.07 -0.05
H -6.332360 1.021871 -0.417232 0.02 -0.01 0.01
H -5.363052 0.292973 0.858426 0.01 0.02 -0.03
H -5.390881 -0.442575 -0.756280 0.01 0.01 0.02
H -5.274681 3.211179 -0.724802 0.04 -0.01 -0.01
H -3.192548 4.456791 -1.377159 -0.01 -0.02 0.00
C -2.093799 -0.592016 1.976783 -0.05 -0.05 -0.02
C -2.499629 -1.580830 0.945298 0.06 -0.03 0.01
N -1.783447 -1.975192 -0.104799 0.15 -0.20 -0.20
C -2.545464 -2.905514 -0.813283 0.15 0.13 0.10
C -3.717986 -3.071146 -0.171924 -0.05 0.03 0.19
N -3.657454 -2.245655 0.938759 -0.17 -0.07 -0.10
H -1.152467 -0.123382 1.692368 0.02 0.05 -0.01
H -1.976546 -1.065253 2.953538 0.01 0.01 -0.02
H -2.840834 0.197692 2.064024 0.01 -0.03 0.00
H -2.196181 -3.360784 -1.724620 0.01 0.02 0.04
H -4.566481 -3.697810 -0.386375 0.01 0.05 0.02
H -4.387833 -2.136051 1.624184 0.00 -0.01 0.02
C 5.547596 4.231068 -0.767916 -0.05 0.01 0.01
S 4.186012 3.160325 -0.262492 0.04 -0.06 0.05
C 2.827313 4.181009 -0.453010 -0.08 -0.06 0.04
C 1.533539 3.728206 -0.100375 0.24 -0.30 0.14
S 1.207541 2.222461 0.613372 0.11 0.29 -0.15
S 0.294113 4.878112 -0.396825 -0.25 -0.07 0.07
C 1.270051 6.168472 -1.010330 -0.09 0.08 -0.03
S 0.680863 7.596460 -1.481921 -0.02 0.11 -0.04
S 2.961240 5.771670 -1.072667 0.12 -0.04 -0.02
H 6.447439 3.629655 -0.662017 0.00 0.00 0.00
H 5.618285 5.098071 -0.112606 0.01 -0.02 -0.02
H 5.440143 4.534566 -1.807921 0.01 -0.01 0.01
```
Forces are in eV/Å.

Properties
Total energy in eV: -126055.0775
F_max in hartree/bohr: 0.0096
Total charge: +2
Relative energy (zero: lowest compared OMol25 entry of this formula, charge and spin) in kcal per mole: 10.1
LUMO level (alpha / beta) in eV: -5.5 / -8.0
2S+1: 5

---

# 5
# C8H17N3Si

A 2-piece molecular cluster, C8H17N3Si overall (ωB97M-V/def2-TZVPD, OMol25).

Geometry as XYZ:
```
29
Properties=species:S:1:pos:R:3:forces:R:3
C -2.134867 -0.584192 -0.301514 1.50 -1.10 0.31
C -3.432927 -0.639695 -0.757852 -0.41 -1.65 0.05
C 1.378449 -0.743294 -2.577296 0.16 -0.82 -0.71
C 0.388539 -1.956874 2.227925 -4.50 1.10 -1.62
C 0.317870 2.795100 0.601040 -0.06 0.34 -0.87
C 1.577361 -1.207421 -1.127121 -1.24 1.72 0.08
C 0.654870 -0.476847 1.939563 0.02 1.62 0.99
C 1.172582 1.913296 -0.318481 -0.77 -1.26 2.97
N -1.911697 0.689654 0.125620 0.60 -1.20 -0.19
N -3.944299 0.581843 -0.573971 -2.62 -1.39 -0.88
N -3.105151 1.339598 -0.063283 3.26 2.65 1.08
Si 0.923972 0.110676 0.171556 -1.03 -0.50 -0.84
H -1.316516 -1.407524 -0.188053 -1.69 1.50 -0.34
H -4.115233 -1.470546 -0.983086 0.74 0.43 -0.25
H 0.452660 -0.277008 -2.776801 -1.16 0.68 -0.09
H 2.178879 -0.017746 -2.716735 -0.16 0.00 -0.77
H 1.415877 -1.584859 -3.332399 0.44 0.84 0.96
H -0.531419 -2.298625 1.510473 2.20 0.37 2.06
H 1.224564 -2.542929 2.065179 1.59 -1.28 -0.38
H 0.082002 -1.975282 3.277027 -0.08 -0.54 -0.25
H 0.562524 3.847237 0.524502 0.18 0.29 -0.49
H -0.742748 2.653798 0.281357 0.79 0.01 1.08
H 0.614849 2.565231 1.596132 -0.75 -0.32 1.24
H 2.639376 -1.174360 -1.185349 1.15 -0.63 1.38
H 1.173197 -2.178460 -0.936786 -0.03 -0.65 0.31
H 1.599190 -0.314844 2.510892 -0.26 0.59 -0.47
H -0.127498 0.243267 2.435557 1.32 -1.42 -1.10
H 2.226349 2.030754 -0.179344 0.92 0.56 -0.39
H 0.779233 2.080041 -1.248758 -0.11 0.06 -2.88
```
Forces are in eV/Å.

Properties
Total energy in eV: -20915.2791
F_max in hartree/bohr: 0.0954
Relative energy (zero: lowest compared OMol25 entry of this formula, charge and spin) in kcal per mole: 102.4
LUMO level in eV: -0.9

---

Question: Look up the relative energy (zero: lowest compared OMol25 entry of this formula, charge and spin) of the fourth one.
Answer: 10.1 kcal per mole